Formula: C6H7NO3
Source: the Open Molecules 2025 dataset
Level of theory: wB97M-V/def2-TZVPD

Structure (XYZ):
```
17
Properties=species:S:1:pos:R:3:lowdin_charge:R:1
N -2.2181 0.9637 1.0033 0.1722
C -1.2429 0.6105 0.4697 -0.1005
C 0.1070 0.2546 0.1131 -0.2747
C 0.9210 0.9343 -1.0036 0.0101
C 2.1107 0.9225 -0.0449 -0.3556
O 3.2105 1.4033 -0.1021 0.1286
C 1.3627 0.2282 1.0494 0.0022
C 0.7410 -1.0359 0.4943 -0.2648
O 1.3402 -1.7905 -0.4907 0.0375
H 0.6059 1.9666 -1.2023 0.1404
H 1.0225 0.3771 -1.9419 0.1305
H 1.4419 0.4030 2.1221 0.1565
H 0.2015 -1.6030 1.2586 0.1661
H 2.0115 -2.3598 -0.1004 0.1191
O -4.0872 -0.3604 -0.8662 -0.1082
H -4.0659 0.1675 -0.0101 0.0285
H -3.4623 -1.0819 -0.7481 0.0120
```

Summary:
Relative energy (zero: lowest compared OMol25 entry of this formula, charge and spin) ... 2.287 eV
E ... -13965.674 eV
LUMO ... 0.2476 eV
E_HOMO ... -0.3804 Ha
SMILES ... N#C[C@@]12CC(=O)[C@@H]1[C@@H]2O.O
Maximum force ... 2.175 eV Å⁻¹
Charge ... 0
Orbital gap ... 10.60 eV